(1)
The ion C6H13N2 with charge +1 at a distorted geometry. Source: OMol25; level of theory: the ωB97M-V functional and the def2-TZVPD basis.

Its lowest unoccupied orbital energy is -0.15215 hartree. The calculation puts the relative energy (zero: lowest compared OMol25 entry of this formula, charge and spin) at 102.3 kcal per mole. As for the largest force on an atom: 0.139 Eh/bohr.

```
! RIJCOSX wB97M-V def2-TZVPD def2/J DEFGRID3
* xyz 1 1
C -0.75783 -0.08377 0.84053
C -0.12959 -1.66481 -0.76316
C 0.11273 0.63686 -1.19024
C 1.48094 1.09476 -1.09436
C -0.20909 -2.27429 1.55861
C -0.79890 2.32797 0.13309
N -0.40078 -1.34467 0.60841
N -0.74496 0.87188 -0.09408
H -0.91484 0.21216 1.81176
H -0.92253 -1.88900 -1.39989
H 0.76246 -2.17386 -1.04950
H -0.25656 0.66977 -2.18133
H 1.63823 1.53209 -0.11814
H 1.83413 1.75032 -1.95533
H 2.20035 0.23395 -0.99478
H -1.15299 -2.70445 2.10541
H 0.14056 -3.21429 1.11928
H 0.44286 -1.98756 2.39895
H -0.51496 2.41068 1.18659
H -1.72417 2.85218 -0.28021
H -0.08507 2.74408 -0.64161
*
```



(2)
An isolated molecule of C7H8N2O3 at a distorted geometry. Source: OMol25; level of theory: the ωB97M-V functional and the def2-TZVPD basis.

Its lowest unoccupied orbital energy is 0.01280 hartree. The calculation puts the relative energy (zero: lowest compared OMol25 entry of this formula, charge and spin) at 100.7 kcal per mole. As for the largest force on an atom: 0.085 Eh/bohr.

```
! RIJCOSX wB97M-V def2-TZVPD def2/J DEFGRID3
* xyz 0 1
N -2.51960 -1.42539 0.29703
C -2.39609 -0.20776 -0.24432
O -1.45061 0.68542 0.27604
C -0.09934 0.60724 0.19216
C 0.61097 -0.48778 -0.26092
C 2.04585 -0.51264 -0.31265
C 2.71790 0.68672 -0.16797
C 2.00352 1.86488 0.16741
C 0.70220 1.77104 0.52838
N -3.85523 0.57716 -0.16567
O -4.73048 -0.10693 0.36240
O -4.09876 1.61893 -0.72064
H -3.03191 -2.15523 -0.21706
H -2.83018 -1.48239 1.31873
H -2.20893 -0.31107 -1.27712
H -0.00407 -1.37211 -0.38090
H 2.70271 -1.35019 -0.45034
H 3.78126 0.74759 -0.29072
H 2.63557 2.64068 0.38979
H 0.14992 2.67453 0.76149
*
```



(3)
A structure of composition C12H11N2Tl. Source: OMol25; level of theory: the ωB97M-V functional and the def2-TZVPD basis.

Its lowest unoccupied orbital energy is -0.00561 hartree. As for the largest force on an atom: 0.008 Eh/bohr.

```
! RIJCOSX wB97M-V def2-TZVPD def2/J DEFGRID3
* xyz 0 1
Tl 1.28058 -2.97836 -1.52694
C 1.17785 -0.76645 1.37079
N 1.17252 -0.93636 -0.08379
C 1.07942 0.14116 -0.79571
C 1.05216 0.14578 -2.20652
C 0.95292 1.24852 -3.06824
C 0.97294 0.73871 -4.36164
C 1.07974 -0.65040 -4.22735
N 1.13381 -1.01816 -2.94062
C -0.14659 -0.28187 1.92405
C -1.33474 -0.91628 1.57270
C -2.54470 -0.47878 2.08529
C -2.58351 0.60260 2.95577
C -1.40623 1.24018 3.31168
C -0.19464 0.79850 2.79678
H 1.96308 -0.06469 1.66796
H 1.41803 -1.73350 1.81787
H 1.01181 1.11796 -0.30708
H 0.87515 2.28398 -2.77157
H 0.91287 1.28759 -5.28770
H 1.12653 -1.38560 -5.01922
H -1.30502 -1.75091 0.88226
H -3.46308 -0.97770 1.80254
H -3.52991 0.94619 3.35323
H -1.42754 2.08711 3.98576
H 0.72656 1.30080 3.06969
*
```



(4)
An isolated molecule of C23H21N3O3. Source: OMol25; level of theory: the ωB97M-V functional and the def2-TZVPD basis.

Its lowest unoccupied orbital energy is 0.02022 hartree. The calculation puts the relative energy (zero: lowest compared OMol25 entry of this formula, charge and spin) at 34.5 kcal per mole. As for the largest force on an atom: 0.011 Eh/bohr.

```
! RIJCOSX wB97M-V def2-TZVPD def2/J DEFGRID3
* xyz 0 1
C -6.18515 -0.34802 -1.64221
C -5.20113 0.33064 -1.08475
C -5.33267 1.08912 0.20526
O -4.28182 0.80667 1.11129
C -3.03212 1.27946 0.86417
C -2.68792 2.17950 -0.14009
C -1.37044 2.56383 -0.29272
C -0.36777 2.05418 0.52436
C 1.03441 2.43616 0.20472
O 1.32855 3.47242 -0.35620
N 1.93205 1.46147 0.54644
C 3.25915 1.33238 0.17626
C 4.03514 2.41315 -0.23904
C 5.35376 2.22341 -0.60251
C 5.92452 0.96013 -0.56331
C 5.15853 -0.12399 -0.17765
C 3.82835 0.04291 0.18918
C 2.97718 -1.11350 0.56831
O 2.16148 -1.07797 1.48070
N 3.11042 -2.21207 -0.20881
C 2.17515 -3.31190 -0.06132
C 0.74614 -2.82555 -0.09578
C -0.19075 -3.25640 0.83451
C -1.48400 -2.76767 0.76655
C -1.79383 -1.85726 -0.23175
N -0.91105 -1.43364 -1.11975
C 0.31977 -1.90536 -1.04954
C -0.72179 1.18178 1.55397
C -2.03526 0.80893 1.72377
H -6.05468 -0.87351 -2.57243
H -7.16627 -0.39502 -1.19847
H -4.22049 0.36073 -1.54084
H -5.39152 2.16959 0.00824
H -6.24224 0.78814 0.73200
H -3.42939 2.58239 -0.81196
H -1.09446 3.25744 -1.07269
H 1.55742 0.62823 0.99249
H 3.58667 3.39198 -0.27210
H 5.94625 3.07130 -0.91189
H 6.95989 0.82061 -0.83450
H 5.60221 -1.10911 -0.13425
H 3.71872 -2.18369 -1.00964
H 2.35387 -4.02350 -0.87087
H 2.35673 -3.81271 0.89627
H 0.09349 -3.95830 1.60553
H -2.23379 -3.07975 1.47656
H -2.79100 -1.45018 -0.32731
H 1.00484 -1.52084 -1.79628
H 0.01699 0.79808 2.24223
H -2.32216 0.13531 2.51583
*
```



(5)
A structure of composition C15H22N2O2S2 at a distorted geometry. Source: OMol25; level of theory: the ωB97M-V functional and the def2-TZVPD basis.

Its lowest unoccupied orbital energy is 0.01450 hartree. The calculation puts the relative energy (zero: lowest compared OMol25 entry of this formula, charge and spin) at 334.8 kcal per mole. As for the largest force on an atom: 0.370 Eh/bohr.

```
! RIJCOSX wB97M-V def2-TZVPD def2/J DEFGRID3
* xyz 0 1
C 3.38560 -1.38712 -3.90896
C 1.90499 -1.86562 -4.32874
H 1.70659 -2.93668 -3.84787
H 1.85541 -1.94502 -5.50150
O 0.75822 -1.02175 -4.15157
C 0.54226 -1.19381 -2.84093
O 1.05459 -1.96637 -2.07222
C -0.71861 -0.31444 -2.46789
N -1.11788 -0.51774 -1.12003
C -1.19469 0.66986 -0.23015
N -1.31410 0.15074 1.20264
C -1.50534 -1.24877 1.46277
C -0.28213 -1.71236 1.20503
C 1.13238 -1.33301 1.53273
C 1.99079 -2.32756 1.21624
C 1.72986 -3.49568 1.00704
S -0.10917 -3.36294 0.95832
H 2.19274 -4.39794 0.83139
H 3.06009 -2.10087 1.42832
H 1.43351 -0.26866 1.66444
H -1.86527 -1.17739 2.46712
H -2.03325 -1.66846 0.91400
C -1.43327 1.26856 2.22189
H -1.46019 0.76489 3.09772
C -2.88769 2.09414 2.00604
H -3.49068 2.13114 2.75948
C -2.12422 3.83552 1.98051
C -0.85790 3.39997 3.05217
H -0.92865 3.35476 3.92304
C -0.20743 2.29183 2.32448
H 0.15200 2.35278 1.42394
H 0.39105 1.69267 2.88326
H -0.12968 4.33640 2.88875
H -1.86959 4.17834 1.02073
H -2.78931 4.40662 2.53399
H -3.10800 2.08000 1.14561
S -1.28890 2.11508 -0.83388
H -0.48530 -1.23019 -0.62797
H -1.42070 -0.41912 -3.11968
H -0.10626 0.66116 -2.52244
H 3.59121 -0.27657 -4.29409
H 4.39684 -2.14451 -4.32298
H 3.45009 -1.47187 -2.96077
*
```



(6)
A structure of composition C4H4FN at a distorted geometry. Source: OMol25; level of theory: the ωB97M-V functional and the def2-TZVPD basis.

Its lowest unoccupied orbital energy is 0.00718 hartree. The calculation puts the relative energy (zero: lowest compared OMol25 entry of this formula, charge and spin) at 66.4 kcal per mole. As for the largest force on an atom: 0.141 Eh/bohr.

```
! RIJCOSX wB97M-V def2-TZVPD def2/J DEFGRID3
* xyz 0 1
C -0.33365 -0.43475 -1.02279
C -0.03788 0.19977 0.25401
C 0.82529 -0.62403 0.92745
C -0.33306 1.64236 0.65012
H 0.37254 -1.26056 -1.42199
H -1.47467 -0.74861 -0.99686
H -0.56125 0.50008 -2.06274
H 1.28692 -1.53475 0.71262
N -0.55372 2.75337 0.71461
F 0.80948 -0.49288 2.24557
*
```